[1]
C50H139N11O17 | ωB97M-V/def2-TZVPD

Geometry as XYZ:
```
217
Properties=species:S:1:pos:R:3:mulliken_charge:R:1
C -4.974 1.027 -3.034 -0.31
C -5.812 -0.095 -2.505 1.09
C -6.866 0.328 -1.524 -1.05
O -6.228 0.681 -0.272 0.09
C -7.099 1.177 0.734 -0.98
N -6.285 -0.958 -3.648 -0.73
H -4.765 1.840 -2.357 -0.39
H -5.464 1.491 -3.973 0.45
H -4.071 0.507 -3.388 0.13
H -5.189 -0.734 -1.903 -0.28
H -7.480 -0.491 -1.296 0.45
H -7.465 1.235 -1.834 0.25
H -6.558 1.299 1.662 0.11
H -7.821 0.437 0.987 0.35
H -7.621 2.086 0.449 0.40
H -6.624 -0.244 -4.326 0.34
H -7.102 -1.526 -3.374 0.27
C 7.092 4.321 1.356 -0.99
C 7.643 2.926 1.316 0.31
C 6.718 1.926 1.944 -0.33
O 7.256 0.637 1.872 -0.42
C 6.240 -0.296 2.058 -0.49
N 7.955 2.458 -0.108 -0.50
H 6.857 4.599 2.402 0.42
H 6.186 4.397 0.802 -0.15
H 7.831 4.974 0.932 0.43
H 8.512 2.874 1.969 0.19
H 5.759 1.961 1.381 0.03
H 6.585 2.260 3.019 0.35
H 5.941 -0.332 3.068 0.46
H 6.668 -1.271 1.796 0.26
H 5.289 -0.082 1.459 0.04
H 8.706 2.957 -0.565 0.23
H 8.339 1.521 -0.023 0.26
C 4.117 -2.815 -1.132 -1.23
C 3.148 -3.831 -1.916 1.43
C 3.133 -3.464 -3.411 -0.13
O 2.329 -4.396 -4.152 -0.50
C 0.942 -4.045 -4.150 -0.58
N 3.509 -5.196 -1.767 -0.45
H 3.549 -1.888 -1.036 -0.20
H 4.951 -2.593 -1.855 0.55
H 4.585 -3.128 -0.213 0.39
H 2.120 -3.773 -1.600 -0.74
H 4.168 -3.484 -3.826 0.42
H 2.756 -2.438 -3.541 -0.23
H 0.879 -2.959 -4.206 0.17
H 0.499 -4.202 -3.180 0.21
H 0.417 -4.450 -4.958 0.41
H 4.486 -5.288 -1.956 0.25
H 2.893 -5.812 -2.260 0.27
C -1.072 -4.328 0.869 -0.39
C -2.350 -4.503 -0.095 0.76
C -2.745 -5.942 -0.228 -1.28
O -1.663 -6.656 -0.783 -0.19
C -2.050 -7.872 -1.408 -0.88
N -3.502 -3.764 0.411 -0.47
H -1.028 -5.247 1.419 0.73
H -1.271 -3.479 1.559 0.09
H -0.182 -4.199 0.240 -0.61
H -2.104 -4.188 -1.086 0.60
H -3.647 -6.036 -0.938 0.45
H -3.055 -6.415 0.707 0.25
H -2.753 -8.399 -0.814 0.31
H -1.137 -8.373 -1.683 0.23
H -2.595 -7.606 -2.343 0.35
H -3.654 -4.067 1.356 -0.28
H -3.402 -2.733 0.509 0.24
C -5.764 -7.380 2.273 -1.17
C -6.269 -6.028 2.373 0.45
C -5.632 -5.144 3.400 -0.59
O -4.237 -5.095 3.155 -0.20
C -3.559 -4.239 4.026 -1.11
N -6.275 -5.416 1.056 -0.61
H -5.673 -8.007 3.199 0.34
H -4.748 -7.364 1.848 0.13
H -6.337 -7.905 1.500 0.35
H -7.363 -6.102 2.670 0.30
H -5.795 -5.455 4.442 0.47
H -6.017 -4.078 3.272 0.22
H -3.613 -4.573 5.053 0.55
H -3.789 -3.209 3.996 0.48
H -2.473 -4.313 3.749 0.08
H -6.696 -4.511 1.034 0.31
H -5.296 -5.318 0.788 -0.03
C -5.182 3.910 0.286 -1.20
C -4.009 4.270 -0.571 2.94
C -4.395 5.209 -1.679 -1.04
O -3.328 5.540 -2.606 -0.42
C -2.889 4.472 -3.429 -0.10
N -2.941 4.889 0.245 -0.51
H -4.939 3.240 1.142 0.06
H -5.905 3.321 -0.314 0.04
H -5.680 4.716 0.724 0.70
H -3.564 3.362 -0.953 -1.92
H -4.635 6.179 -1.225 0.33
H -5.254 4.830 -2.273 0.30
H -2.419 3.691 -2.878 -0.11
H -2.171 4.739 -4.183 0.23
H -3.727 4.058 -4.000 0.24
H -2.255 5.238 -0.363 0.24
H -3.306 5.632 0.818 0.29
C 4.346 5.811 -1.138 -1.79
C 3.649 4.532 -0.944 1.38
C 2.195 4.628 -1.187 -1.66
O 1.632 3.326 -1.157 0.83
C 0.240 3.209 -1.219 0.36
N 4.247 3.590 -1.998 -0.43
H 5.430 5.708 -0.867 0.30
H 3.839 6.556 -0.593 0.49
H 4.344 6.060 -2.184 0.42
H 3.785 4.182 0.089 -0.07
H 2.139 4.920 -2.203 0.42
H 1.728 5.311 -0.450 0.31
H -0.245 3.652 -0.319 0.67
H -0.060 2.155 -1.359 -1.30
H -0.107 3.827 -2.088 -0.17
H 3.967 2.615 -1.827 -0.23
H 5.273 3.555 -1.986 0.43
C 0.105 4.057 -6.178 -1.56
C 0.736 3.777 -4.835 1.20
C 0.638 2.295 -4.501 -0.42
O -0.627 2.052 -3.864 -0.08
C -0.806 0.674 -3.573 0.15
N 2.149 4.112 -4.848 -0.53
H -0.060 5.113 -6.427 0.44
H -0.926 3.746 -6.067 0.28
H 0.586 3.428 -6.966 0.37
H 0.249 4.269 -3.999 -0.22
H 1.449 2.069 -3.814 -0.18
H 0.826 1.695 -5.385 0.91
H 0.051 0.233 -3.169 0.00
H -1.086 0.171 -4.516 0.54
H -1.648 0.499 -2.914 -0.80
H 2.420 5.041 -5.166 0.27
H 2.645 3.884 -4.011 -0.21
C 0.635 2.801 6.665 -1.58
C 1.077 1.752 5.599 1.28
C 1.655 2.451 4.377 -0.90
O 0.673 3.262 3.853 -0.25
C 1.213 3.906 2.628 -0.85
N 1.839 0.750 6.245 -0.46
H 0.089 2.320 7.475 0.41
H -0.116 3.456 6.253 0.30
H 1.387 3.441 7.110 0.40
H 0.200 1.227 5.148 -0.22
H 1.938 1.677 3.657 0.34
H 2.575 2.988 4.655 0.23
H 2.225 4.200 2.836 0.49
H 0.585 4.768 2.429 0.40
H 1.068 3.250 1.821 0.15
H 2.550 1.198 6.794 0.23
H 1.995 -0.043 5.697 0.09
C 5.111 0.483 -6.708 -1.37
C 4.723 -0.112 -5.347 0.32
C 5.492 0.654 -4.257 -0.64
O 5.152 -0.001 -3.025 0.00
C 5.738 0.468 -1.853 -0.74
N 3.273 -0.070 -5.228 -0.47
H 4.466 1.403 -6.823 0.30
H 4.917 -0.245 -7.484 0.34
H 6.164 0.834 -6.767 0.36
H 5.082 -1.140 -5.408 0.24
H 5.115 1.677 -4.232 0.28
H 6.555 0.645 -4.456 0.42
H 4.961 0.359 -1.077 0.01
H 5.928 1.582 -1.788 0.17
H 6.591 -0.076 -1.515 0.51
H 2.930 0.872 -5.365 0.14
H 2.945 -0.349 -4.318 0.04
C -2.502 1.421 -0.014 0.56
C -2.337 -0.101 0.098 1.32
C -0.862 -0.446 0.317 -1.25
O 0.034 0.112 -0.662 0.14
C 1.428 -0.359 -0.631 -1.58
N -3.059 -0.595 1.259 -0.28
H -3.560 1.716 -0.072 -0.47
H -1.952 1.800 -0.842 -0.48
H -2.169 1.838 0.926 -0.23
H -2.672 -0.530 -0.842 0.01
H -0.755 -1.498 0.295 0.07
H -0.579 -0.089 1.307 0.27
H 1.900 -0.364 0.329 0.79
H 1.961 0.372 -1.280 -0.05
H 1.552 -1.362 -0.971 0.67
H -2.513 -0.526 2.107 0.21
H -3.873 0.029 1.369 -0.04
C -2.821 2.848 4.952 -0.03
C -4.204 2.236 4.795 -0.60
O -4.438 1.735 3.503 -0.41
O -2.440 3.604 3.819 -0.50
H -2.217 1.944 5.129 0.01
H -2.918 3.507 5.861 0.24
H -5.056 2.912 4.995 0.29
H -4.237 1.442 5.533 0.34
H -3.735 2.037 2.903 0.18
H -1.476 3.594 3.773 0.34
C 2.382 -3.579 1.746 2.61
C 2.329 -5.096 1.690 -0.45
O 3.671 -5.553 1.448 -0.69
O 3.299 -3.160 2.773 -0.69
H 1.400 -3.185 2.028 -0.69
H 2.538 -3.108 0.778 -1.39
H 1.592 -5.454 0.912 0.29
H 2.059 -5.423 2.707 0.39
H 3.804 -5.597 0.481 0.36
H 3.940 -3.861 2.771 0.38
C -0.849 -2.390 5.826 -0.16
C 0.355 -2.844 5.114 -0.18
O 1.040 -1.781 4.467 -0.21
O -0.558 -1.542 6.980 -0.60
H -1.446 -3.278 6.170 0.26
H -1.446 -1.865 5.085 -0.02
H 0.081 -3.562 4.349 0.09
H 1.092 -3.433 5.728 0.35
H 1.904 -2.175 4.139 0.10
H 0.191 -1.012 6.738 0.30
```

Its total charge is 0. The total energy comes out at -105293.703 eV. Its strongest force on any atom is 0.07410 Eh/bohr.

=====

[2]
C3H8N3 | ωB97M-V/def2-TZVPD

Geometry as XYZ:
```
14
Properties=species:S:1:pos:R:3:lowdin_spin:R:1
C 2.225 -1.198 -0.070 0.20
C -1.283 -0.607 -0.388 0.54
C 0.267 1.728 -0.028 0.06
N 1.559 -0.187 0.213 0.33
N 0.529 0.397 0.426 0.66
N -2.245 -0.707 0.435 0.05
H 3.254 -1.246 0.252 0.02
H 1.819 -2.012 -0.655 0.03
H -1.446 -0.922 -1.417 0.04
H 0.334 1.828 -1.114 0.02
H -0.720 2.022 0.316 0.00
H 1.006 2.398 0.419 0.02
H -3.174 -1.071 0.205 0.01
H -2.125 -0.421 1.405 0.01
```

Its total charge is +1. Its multiplicity is 3. The total energy comes out at -7697.349 eV. Its strongest force on any atom is 0.08153 Eh/bohr.

=====

Q: Which of these has the lowest strongest force on any atom?
A: C50H139N11O17